# 1
This record from the Open Molecules 2025 dataset describes a single C4H6N2O2 molecule in a non-equilibrium geometry. The level of theory is ωB97M-V with the def2-TZVPD basis set.

Properties
Gap between HOMO and LUMO (eV): 9.336
SMILES: OCc1c[nH]nc1O
Spin multiplicity: 1

Geometry as XYZ:
```
14
C4H6N2O2 | the Open Molecules 2025 dataset | ωB97M-V with the def2-TZVPD basis set
H -2.60 0.19 0.07
C 0.49 1.12 0.76
H -0.99 -1.65 1.17
C -1.22 -0.90 0.49
H -1.56 -1.44 -0.35
H 2.19 2.26 0.37
O 0.81 -1.04 -1.97
N 1.72 1.44 0.19
H 0.17 -1.69 -1.66
N 2.06 0.61 -0.88
O -2.20 -0.13 1.04
C 1.04 -0.24 -0.93
H 0.10 1.52 1.65
C -0.01 -0.04 0.07
```

---

# 2
This record from the Open Molecules 2025 dataset describes a single C18H23N3O5 molecule in a non-equilibrium geometry. The level of theory is ωB97M-V with the def2-TZVPD basis set.

Properties
Gap between HOMO and LUMO (eV): 8.679
SMILES: C#CCNC(=O)Nc1ccc(OCC(=O)O)c(NC(=O)C(CC)CC)c1
Spin multiplicity: 1

Geometry as XYZ:
```
49
C18H23N3O5 | the Open Molecules 2025 dataset | ωB97M-V with the def2-TZVPD basis set
H 2.53 -2.47 1.49
C 0.18 -0.31 1.34
C 4.38 -1.71 2.15
H 0.22 3.08 -2.82
C 0.83 -0.94 2.50
H -4.65 -0.38 -1.75
H 2.17 2.66 -0.50
H 0.58 0.55 -3.02
N -3.30 -1.06 2.11
H 1.76 3.78 -2.81
H -3.19 -2.26 -0.25
C -1.34 -1.84 3.21
H 3.45 1.78 -2.58
O -5.33 -0.58 1.22
H -5.70 -1.67 -1.14
H 2.02 -0.39 -3.50
O 4.80 -1.44 1.04
H 2.80 -2.59 3.33
H 1.86 1.26 -4.12
O 2.14 -0.79 2.63
C 0.49 4.63 -1.29
H 1.86 0.68 0.83
C -1.19 -0.44 1.19
C 0.98 3.45 -2.10
N -3.89 -1.54 -0.19
H 0.42 -2.16 4.39
O 5.13 -1.91 3.22
H -3.32 -3.35 -4.24
H 0.10 5.52 -1.90
C -4.68 -1.36 -1.35
C 2.50 1.26 -2.13
C -3.67 -2.70 -3.39
O -0.62 1.40 -0.90
C 0.56 1.34 -0.60
C 1.65 0.59 -3.26
H 1.28 4.88 -0.55
C 0.06 -1.72 3.44
C -4.12 -2.14 -2.38
H -1.94 -2.30 4.03
H -3.69 -0.70 2.93
H -0.36 4.33 -0.74
H -1.72 0.10 0.48
N 0.91 0.53 0.46
H 5.96 -1.61 2.86
H 2.80 0.43 -1.51
C -4.20 -1.04 1.11
C -1.98 -1.21 2.06
C 1.57 2.29 -1.32
C 2.88 -1.96 2.35
```

---

# 3
This record from the Open Molecules 2025 dataset describes 9 unconnected molecules or ions with the total composition C5H31N3O8 in a non-equilibrium geometry. The level of theory is ωB97M-V with the def2-TZVPD basis set.

Properties
Gap between HOMO and LUMO (eV): 9.316
SMILES: NCCCNCCN.O.O.O.O.O.O.O.O
Spin multiplicity: 1

Geometry as XYZ:
```
47
C5H31N3O8 | the Open Molecules 2025 dataset | ωB97M-V with the def2-TZVPD basis set
H -2.39 -0.80 1.18
O -0.87 -2.40 -2.26
H 0.09 -2.94 3.01
H 2.17 0.01 0.55
H -1.95 -3.71 0.25
O 1.40 2.14 1.86
H 0.94 1.05 4.29
H 1.20 -1.63 -1.14
N -2.29 0.14 1.54
O -1.89 2.28 -2.65
H 0.52 -0.97 2.67
H 0.42 2.16 5.27
H -1.17 -1.61 -2.78
H -1.19 2.24 -1.94
H -1.35 1.98 1.11
H 0.66 0.09 -2.38
H 3.06 1.56 -1.21
C 2.65 -0.37 -0.36
N 0.16 1.50 -0.91
C -1.78 1.13 0.56
H 3.72 -0.49 -0.15
O -1.63 -2.81 0.33
C 1.09 0.99 -1.94
H 1.64 2.61 2.68
H 0.98 1.31 2.22
H 1.16 1.78 -2.69
O 0.48 -2.73 2.13
H -0.74 -0.02 2.70
O 1.21 1.86 4.79
O 0.16 -0.16 3.08
H -2.55 1.48 -0.11
H -1.30 -2.59 -0.58
H 2.03 -2.27 0.08
H -1.55 2.96 -3.25
H -0.07 -0.20 0.38
O -1.71 -0.23 -3.67
H -2.59 -0.35 -4.04
N 2.12 -1.68 -0.73
H 0.63 2.01 -0.17
C -0.67 0.45 -0.27
H -3.17 0.47 1.92
H -0.13 -2.77 -2.76
H -0.29 -2.84 1.51
H -1.71 0.66 -3.23
C 2.52 0.65 -1.48
H -1.08 -0.18 -1.05
H 3.04 0.24 -2.36
```

---

# 4
This record from the Open Molecules 2025 dataset describes a molecular structure, C25H41N2PPb in a non-equilibrium geometry. The level of theory is ωB97M-V with the def2-TZVPD basis set.

Properties
Gap between HOMO and LUMO (eV): 6.306
Spin multiplicity: 1

Geometry as XYZ:
```
70
C25H41N2PPb | the Open Molecules 2025 dataset | ωB97M-V with the def2-TZVPD basis set
H -2.29 1.45 2.01
H -2.64 -1.73 -1.97
C 2.20 -0.78 2.02
C 3.09 -2.89 2.75
C 4.65 -1.25 1.71
C 3.23 -1.03 -3.21
H 3.94 -3.59 2.86
C -2.36 -1.07 2.91
H -3.44 -1.12 -0.50
C -0.18 4.57 -2.87
H -0.23 -2.72 3.48
H 2.65 1.47 -1.60
C -0.82 -0.18 4.68
H -3.50 0.54 -3.95
C 1.84 -3.29 3.22
C 2.02 1.50 -2.51
H 2.08 -5.43 3.26
C -3.52 1.42 -1.20
H -2.76 -0.91 1.90
C 0.92 -1.14 2.54
H 3.74 -0.61 -4.09
C 0.90 3.69 -2.98
H 0.25 -1.15 -4.66
H -3.19 -0.95 3.63
H 5.08 -2.03 1.07
H -2.18 4.87 -2.09
H -2.05 1.47 -3.47
N -0.12 -0.24 2.31
H -4.35 -1.21 -2.03
N -2.89 0.34 -1.92
H 2.36 0.21 1.57
H 1.52 -0.13 -5.39
C -1.26 -0.06 3.22
C 3.29 -1.65 2.16
H -0.49 -1.21 4.90
H 5.34 -1.13 2.56
H 0.11 0.63 -4.60
H -1.96 -0.30 -3.65
H 1.79 3.92 -3.55
C 0.81 -0.21 -4.55
H -3.33 3.50 -0.86
H 0.58 -4.82 4.01
C -3.36 -0.99 -1.59
C -1.81 1.35 2.99
C 1.65 -4.62 3.87
H 0.24 -1.13 -0.99
H -2.57 1.57 3.76
H 2.67 1.88 -3.31
H 3.10 -2.11 -3.36
C -0.25 2.14 -1.52
C 0.75 -2.41 3.12
H -4.37 1.81 -1.79
H -3.96 0.99 -0.29
H 4.63 -0.31 1.17
C -1.38 2.95 -1.50
H -1.67 0.06 5.35
C -1.31 4.20 -2.17
H 2.14 -4.66 4.85
C -2.59 0.53 -3.31
H -2.45 2.55 0.32
H 0.79 -1.12 -2.04
P 1.67 -0.21 -2.99
H -1.99 -2.10 2.99
C -2.66 2.63 -0.76
H -0.01 0.53 4.88
H -1.02 2.10 3.08
H 3.85 -0.87 -2.32
Pb 0.39 0.45 0.13
C 0.83 2.44 -2.33
H -0.13 5.54 -3.37
```